# 1
78
Properties=species:S:1:pos:R:3:forces:R:3 method="wB97M-V/def2-TZVPD" e_homo_ev=-0.73 max_force_ha_per_bohr=0.0125 charge=-2 e_above_lowest_kj_mol=104.88 gap_ev=3.9
Tl -0.3200 -2.8053 0.3643 0.0 -0.4 -0.5
S 0.2696 -3.7951 2.6184 -0.1 0.0 0.1
C 0.4094 -5.5064 2.2591 0.0 0.0 -0.1
C 0.6865 -6.3047 3.4125 0.0 -0.1 0.1
N 0.9125 -6.9106 4.3675 0.0 0.0 0.0
C 0.2795 -6.1010 1.0367 0.0 0.0 0.2
S -0.0352 -5.3478 -0.4830 0.0 0.1 0.0
C 0.4188 -7.5344 0.9871 0.0 0.0 0.0
N 0.5222 -8.6795 0.9215 0.0 0.0 0.0
Cl 3.9167 -1.7339 1.4011 0.0 0.0 0.0
C 3.6718 -3.4829 1.1912 0.0 0.1 0.1
Cl 4.3053 -4.0716 -0.3451 0.0 0.0 0.0
H 2.6074 -3.6759 1.2494 0.0 0.0 -0.1
H 4.2014 -3.9808 1.9937 0.0 0.0 0.0
N -2.5365 3.3536 4.4377 0.0 0.0 0.0
C -2.3761 4.4266 5.2851 0.0 0.0 0.0
C -3.2187 5.4647 5.6662 0.0 0.0 0.0
C -2.7043 6.3882 6.5572 0.0 0.0 0.0
C -1.3955 6.2806 7.0516 0.0 0.0 0.0
C -0.5652 5.2454 6.6670 0.0 0.0 0.0
C -1.0658 4.3049 5.7682 0.1 0.0 0.0
N -0.4542 3.1897 5.2220 -0.1 0.0 0.0
C -1.3539 2.6550 4.4410 0.0 0.0 0.0
C -1.1590 1.4440 3.6268 0.0 0.1 0.1
C -2.2109 0.8459 2.9423 0.1 0.0 0.0
C -1.9544 -0.2760 2.1717 0.0 0.1 0.0
N -0.7405 -0.8038 2.0701 -0.1 0.0 0.0
C 0.2691 -0.2382 2.7259 0.0 0.1 0.0
C 0.1098 0.8855 3.5205 0.0 0.0 -0.1
H -3.3456 3.1376 3.8856 0.0 0.0 0.0
H -4.2283 5.5515 5.2851 0.0 0.0 0.0
H -3.3245 7.2145 6.8810 0.0 0.0 0.0
H -1.0335 7.0277 7.7463 0.0 0.0 0.0
H 0.4463 5.1557 7.0405 0.0 0.0 0.0
H -3.2250 1.2211 2.9874 0.0 0.0 0.0
H -2.7391 -0.7640 1.6057 0.0 0.0 0.0
H 1.2426 -0.6983 2.5921 0.0 0.0 0.0
H 0.9488 1.3290 4.0359 0.0 0.0 0.0
C 0.9668 -1.7228 -0.8815 -0.1 -0.2 -0.1
C 1.3217 -1.3001 -1.9762 0.0 0.2 0.2
C 1.7646 -0.7565 -3.1983 0.0 -0.1 0.0
C 2.2984 0.5781 -3.1909 0.0 0.1 0.0
C 3.0233 1.1580 -4.2637 0.0 -0.1 0.0
C 3.5362 2.4409 -4.1994 0.0 0.1 0.0
C 3.3774 3.2375 -3.0701 0.0 -0.1 0.0
C 2.7036 2.6781 -1.9856 0.0 0.1 0.0
C 2.1883 1.3990 -2.0360 0.0 0.0 0.0
C 1.6850 -1.6309 -4.3592 0.0 0.0 0.0
C 1.5381 -1.1659 -5.6831 0.0 0.0 0.0
C 1.4266 -2.0359 -6.7560 0.0 0.0 0.0
C 1.4416 -3.4121 -6.5668 0.0 0.0 -0.1
C 1.5546 -3.8957 -5.2664 0.0 0.0 0.0
C 1.6731 -3.0333 -4.1931 0.0 0.0 0.0
H 3.2219 0.5723 -5.1505 0.0 0.0 0.0
H 4.0883 2.8210 -5.0543 0.0 0.0 0.0
H 3.7780 4.2430 -3.0287 0.0 0.0 0.0
H 2.5765 3.2545 -1.0740 0.0 0.0 0.0
H 1.6876 0.9909 -1.1662 0.0 0.0 0.0
H 1.4648 -0.1016 -5.8618 0.0 0.0 0.0
H 1.3074 -1.6284 -7.7553 0.0 0.0 0.0
H 1.3490 -4.0906 -7.4068 0.0 0.0 0.0
H 1.5519 -4.9651 -5.0836 0.0 0.0 0.0
H 1.7573 -3.4339 -3.1902 0.0 0.0 0.0
N -3.6914 -2.6276 -0.2015 0.0 0.1 0.0
C -2.5526 -2.6877 -0.0112 0.1 0.0 0.1
C -3.9188 0.8317 -1.3198 0.0 0.0 -0.1
As -1.9682 0.5442 -1.4138 0.0 0.1 0.2
C -1.9167 -0.3285 -3.1590 0.0 0.0 0.1
C -1.5424 2.3690 -2.0172 0.0 0.0 -0.1
H -4.2831 1.3374 -2.2172 0.0 0.0 0.0
H -4.1517 1.4444 -0.4457 0.0 0.0 0.0
H -4.4104 -0.1347 -1.2118 0.0 0.0 0.0
H -2.5319 0.2139 -3.8796 0.0 0.0 0.0
H -2.2821 -1.3494 -3.0494 0.0 0.0 0.0
H -0.8793 -0.3667 -3.4942 0.0 0.0 0.0
H -2.1312 2.6327 -2.8993 0.0 0.0 0.0
H -0.4827 2.4398 -2.2582 0.0 0.0 0.0
H -1.7711 3.0698 -1.2119 0.0 0.0 0.0



# 2
63
Properties=species:S:1:pos:R:3:forces:R:3 method="wB97M-V/def2-TZVPD" e_homo_ev="-9.05 / -10.24" multiplicity=3 max_force_ha_per_bohr=0.1111 charge=+1 e_above_lowest_kj_mol=178.35 gap_ev="5.8 / 6.7" s_squared=2.04
W -0.3339 -0.0102 -0.7101 -0.3 -0.3 -3.1
O -1.2772 1.0838 0.3962 -3.4 3.5 3.1
C -1.9967 2.2369 0.3841 0.8 -0.9 -1.5
C -2.4049 2.8356 1.5659 -0.1 0.0 0.4
C -3.1390 4.0074 1.5352 0.2 -0.4 -0.3
C -3.4815 4.5789 0.3102 -0.1 0.2 -0.1
C -3.0702 4.0071 -0.8670 0.2 -0.5 -0.2
C -2.2941 2.8209 -0.8868 -0.3 0.4 1.5
C -1.8911 2.2601 -2.1154 1.7 -2.1 -0.4
N -1.0508 1.1943 -2.2574 -2.0 2.3 0.0
C -0.8691 0.7180 -3.6393 0.3 -0.4 -0.2
C -0.6811 -0.8091 -3.5716 -0.4 0.3 -0.1
N 0.1704 -1.0554 -2.4060 2.2 -3.3 -1.5
C 1.1158 -2.0145 -2.5377 -2.3 2.4 0.0
C 2.1182 -2.2459 -1.5751 1.1 -0.3 1.3
C 3.0198 -3.3230 -1.7473 -0.5 0.4 -0.1
C 4.0491 -3.5521 -0.8683 0.2 -0.1 0.1
C 4.2251 -2.7107 0.2253 -0.4 0.2 -0.2
C 3.3669 -1.6395 0.4239 0.2 0.1 0.3
C 2.3198 -1.3847 -0.4503 -1.1 0.4 -0.9
O 1.5213 -0.2936 -0.2845 2.3 -1.6 -0.1
H -2.1338 2.3683 2.5033 0.0 0.0 0.0
H -3.4481 4.4768 2.4549 0.0 0.0 0.1
H -4.0753 5.4796 0.2931 0.0 0.1 0.0
H -3.3288 4.4490 -1.8162 -0.1 0.2 -0.1
H -2.2859 2.7193 -3.0154 0.0 -0.1 -0.1
H 0.0313 1.1844 -4.0715 -0.2 -0.1 0.1
H -1.7293 0.9628 -4.2740 0.2 0.0 0.2
H -0.2246 -1.1919 -4.4886 0.0 0.1 0.1
H -1.6618 -1.2977 -3.4283 0.4 0.2 0.0
H 1.1273 -2.6109 -3.4430 0.0 0.1 -0.2
H 2.8743 -3.9722 -2.5967 0.0 -0.1 -0.1
H 4.7291 -4.3749 -1.0250 0.0 -0.1 0.0
H 5.0314 -2.8826 0.9204 0.1 0.0 0.1
H 3.5132 -0.9914 1.2760 0.0 0.0 0.0
C 1.3962 -0.8417 3.6276 -0.2 0.4 -0.2
Se 0.5067 0.4715 2.4491 0.9 0.3 1.2
C 2.1293 1.5734 2.0655 -0.3 -0.5 0.2
C 1.8602 2.8489 1.3016 -0.2 0.0 -0.4
Se 1.1776 2.6690 -0.5619 0.6 0.0 0.3
C 2.8334 2.1574 -1.4849 -0.3 0.1 0.3
H 1.8522 -1.6274 3.0317 0.0 0.0 0.0
H 0.6296 -1.2571 4.2805 0.0 0.0 -0.1
H 2.1429 -0.3436 4.2403 0.0 0.0 0.0
H 2.8411 0.9396 1.5383 0.0 0.1 0.0
H 2.5309 1.8317 3.0468 0.1 0.0 -0.1
H 2.7851 3.4271 1.2168 -0.2 0.0 0.0
H 1.1136 3.4626 1.8117 0.1 0.0 -0.1
H 3.6010 2.9045 -1.2981 0.0 0.0 0.0
H 2.5939 2.1340 -2.5460 0.0 0.0 0.0
H 3.1569 1.1737 -1.1565 0.0 0.0 0.0
O -0.4013 -1.6716 0.4371 -0.6 -2.1 1.3
N -1.5029 -2.2318 0.9962 -0.4 0.6 -0.3
C -1.3656 -3.0082 2.0976 0.2 0.2 -0.3
C -2.4652 -3.5400 2.7094 -0.3 0.0 0.0
C -3.7412 -3.2780 2.1945 0.3 0.3 -0.4
C -3.8593 -2.5104 1.0534 -0.1 -0.4 0.5
C -2.7302 -1.9751 0.4427 0.8 0.1 -0.4
S -2.7932 -1.0522 -1.0032 0.9 0.2 0.2
H -0.3517 -3.1657 2.4312 0.0 0.1 0.0
H -2.3369 -4.1392 3.5928 0.1 -0.1 0.1
H -4.6227 -3.6685 2.6738 -0.1 -0.1 0.1
H -4.8161 -2.3036 0.6016 -0.1 0.0 0.0



# 3
22
Properties=species:S:1:pos:R:3:forces:R:3 method="wB97M-V/def2-TZVPD" e_homo_ev=-7.82 max_force_ha_per_bohr=0.0364 e_above_lowest_kj_mol=379.79 gap_ev=8.5
C 4.1565 0.2569 -0.0031 0.5 0.5 0.6
N 0.9695 -0.0664 0.6615 -1.4 -0.4 -1.0
C -0.1688 -0.2208 -0.0227 0.8 0.5 1.6
C -1.3970 0.5222 0.5198 -0.7 -1.0 -0.9
C -2.4896 0.6893 -0.5481 0.1 -0.5 -0.2
C -1.9939 -0.3136 1.6742 0.6 0.4 -0.7
C -0.2100 -0.9860 -1.3012 -0.3 -1.4 -0.8
H 3.7151 0.2019 -0.9930 0.2 -0.5 -0.1
H 4.9115 -0.4854 0.2515 -0.1 -0.3 -0.6
H 4.6858 1.2105 0.0678 -0.2 0.1 0.1
H 3.3792 0.1778 0.7481 -0.1 0.2 -0.1
H 0.7954 0.6776 -0.1645 1.4 0.8 0.1
H -0.9938 1.4666 0.8754 -0.2 0.1 0.2
H -3.3430 1.2706 -0.2023 0.1 0.2 0.0
H -2.1288 1.0580 -1.5111 0.0 0.5 0.2
H -2.8652 -0.3074 -0.8011 -0.2 0.0 0.2
H -1.2093 -0.5484 2.3873 -0.1 0.1 0.3
H -2.3769 -1.2478 1.2588 -0.1 0.0 0.1
H -2.8069 0.2752 2.0927 0.0 -0.3 0.4
H -1.1081 -1.5997 -1.4215 -0.1 0.3 0.1
H -0.1474 -0.3502 -2.1839 -0.2 0.3 0.1
H 0.6255 -1.6810 -1.3845 0.1 0.2 0.3



# 4
20
Properties=species:S:1:pos:R:3:forces:R:3 method="wB97M-V/def2-TZVPD" e_homo_ev="-7.48 / -7.76" max_force_ha_per_bohr=0.1210 e_above_lowest_kj_mol=583.64 gap_ev="8.1 / 8.5"
C -0.4966 0.8667 0.4868 2.4 1.6 0.0
C -0.8040 2.1226 0.2986 -2.1 -1.2 -0.3
C 0.2061 -1.3821 -0.1459 1.2 2.5 2.8
C -0.8629 -0.4869 0.5839 -2.1 -1.5 -1.8
C -2.2794 -0.7398 -0.1445 0.0 0.4 1.0
C 2.3600 0.6430 -0.6102 2.3 3.6 -4.5
N 1.4789 -1.1313 0.5625 -0.2 0.7 1.1
N 1.8450 0.2079 0.5382 -2.1 -0.7 3.8
H -0.2031 2.8776 -0.0839 1.9 1.1 -0.1
H -1.8449 2.4928 0.2213 0.1 -0.6 0.4
H -0.0412 -2.3651 0.0112 -0.6 -2.5 -0.2
H 0.4063 -1.0838 -1.1272 -0.4 0.1 -1.7
H -1.0204 -0.8882 1.5845 0.4 0.3 0.3
H -2.5800 -1.7510 0.2696 -0.2 1.1 -0.8
H -2.1645 -0.7819 -1.2838 -0.4 0.3 1.7
H -3.0175 0.0925 0.2583 1.3 -1.9 -1.2
H 1.8256 0.2858 -1.4898 0.1 0.0 -0.6
H 2.3907 1.8308 -0.7072 -0.5 -2.3 0.5
H 3.4707 0.4366 -0.8033 -1.1 -0.3 0.6
H 1.3312 -1.2462 1.5810 0.1 -0.6 -0.9